(1)
A 2-piece molecular cluster, C5H12N2O2 overall in a non-equilibrium geometry. Source: the OMol25 dataset; level of theory: the ωB97M-V functional and the def2-TZVPD basis.

## Properties
2S+1: 1
SMILES: CC(C)NO.CN=C=O
HOMO-LUMO gap: 9.6 eV
energy above the lowest of the compared OMol25 structures with the same formula, charge and spin: 403.30 kJ/mol
charge: 0

Element x y z (Å)
1 C 1.82838 1.73271 -0.43759
2 C 0.99405 0.47151 -0.33883
3 C 1.62361 -0.59899 0.52186
4 N -0.43699 0.87562 0.41725
5 O -0.34125 1.17387 1.80818
6 H 1.95030 2.18029 0.54660
7 H 1.35541 2.45071 -1.10615
8 H 2.81245 1.49913 -0.84655
9 H 0.75651 0.09364 -1.33314
10 H 2.57855 -0.89916 0.08826
11 H 1.82788 -0.21699 1.51968
12 H 0.97742 -1.47154 0.59398
13 H -0.76573 1.74731 0.00024
14 H -0.86241 0.46229 2.22237
15 C -1.59705 -2.00219 -0.96590
16 N -2.35506 -0.81606 -0.74664
17 C -2.64507 -0.08950 0.18935
18 O -3.44295 0.25806 0.99703
19 H -1.73266 -2.72131 -0.15351
20 H -1.97332 -2.43742 -1.89526
21 H -0.55208 -1.69199 -1.08123

Cartesian forces (eV/Å) of the 3 atoms listed first:
0.03 -0.22 -0.17
-1.81 1.23 2.40
0.15 0.07 -0.21

(2)
A 2-piece molecular cluster, C5H12N2O2P overall in a non-equilibrium geometry. Source: the OMol25 dataset; level of theory: the ωB97M-V functional and the def2-TZVPD basis.

## Properties
2S+1: 3
HOMO-LUMO gap (alpha / beta): 4.3 / 7.3 eV
energy above the lowest of the compared OMol25 structures with the same formula, charge and spin: 32.35 kJ/mol
charge: +1

Element x y z (Å)
1 C -0.40424 0.40378 0.37658
2 C -4.68550 -1.08292 -0.58993
3 C 2.82854 -1.23744 0.52218
4 C 1.51870 1.89450 -0.10857
5 C 1.06158 0.54075 0.49446
6 N -4.04985 -0.09602 0.03007
7 N 1.67113 -0.60167 -0.14611
8 O -0.68265 -0.75740 -0.12722
9 O 2.90172 2.11477 -0.04111
10 P -3.56476 1.25985 0.26460
11 H -5.46275 -1.68347 -0.07583
12 H -3.91924 -1.79297 -1.14221
13 H -5.15984 -0.61492 -1.50224
14 H 3.71905 -0.63951 0.44302
15 H 2.48433 -1.47446 1.53765
16 H 2.88147 -2.24306 0.00722
17 H 1.34354 1.98479 -1.28112
18 H 1.05566 2.81148 0.34133
19 H 1.26887 0.46283 1.58169
20 H 2.00891 -0.52604 -1.04439
21 H 0.16925 -1.25085 -0.38337
22 H 3.01609 2.52799 0.84330

Cartesian forces (eV/Å) of the 3 atoms listed first:
-0.36 -3.05 -1.42
-0.78 -3.98 -4.63
-1.80 -1.77 0.05

(3)
C5H12N2O2S as an isolated structure in a non-equilibrium geometry. Source: the OMol25 dataset; level of theory: the ωB97M-V functional and the def2-TZVPD basis.

## Properties
2S+1: 1
HOMO-LUMO gap: 10.0 eV
energy above the lowest of the compared OMol25 structures with the same formula, charge and spin: 271.98 kJ/mol
charge: 0

Element x y z (Å)
1 C 0.61079 -0.43736 -0.48638
2 C 0.38057 -2.78906 -0.27080
3 C -0.77348 0.59671 1.90556
4 C -0.19462 3.04839 -0.83697
5 C -0.40544 -1.47289 -0.46079
6 N 1.66375 -0.17433 -0.95593
7 N 0.23802 0.85258 0.91887
8 O 0.58540 3.30531 1.64153
9 O 2.11550 2.28598 0.02520
10 S 0.77874 2.38795 0.59519
11 H 0.98240 -2.79587 0.62850
12 H -0.16960 -3.62805 -0.14506
13 H 1.08500 -2.81083 -1.10906
14 H -1.78767 0.53474 1.56614
15 H -0.42176 -0.36087 2.35840
16 H -0.76919 1.35893 2.71994
17 H 0.19068 3.99772 -1.00736
18 H -0.08870 2.42691 -1.75444
19 H -1.24920 3.01012 -0.59271
20 H -0.90067 -1.47529 -1.46322
21 H -1.05535 -1.00056 0.39098
22 H 2.20760 0.78910 -0.90528

Cartesian forces (eV/Å) of the 3 atoms listed first:
0.15 2.58 1.95
1.61 2.60 0.03
1.28 -0.06 1.66

(4)
An isolated ion of composition C5H12N2OS and charge +2 in a non-equilibrium geometry. Source: the OMol25 dataset; level of theory: the ωB97M-V functional and the def2-TZVPD basis.

## Properties
2S+1: 1
HOMO-LUMO gap: 8.6 eV
energy above the lowest of the compared OMol25 structures with the same formula, charge and spin: 240.51 kJ/mol
charge: +2

Element x y z (Å)
1 C -0.87788 -1.40188 0.30610
2 C 0.84164 0.43619 0.10263
3 C -1.77559 1.01390 0.22721
4 C -2.23214 -1.47525 0.47317
5 C 3.31163 -0.18501 -0.45637
6 N -1.75058 -0.39630 -0.29631
7 N 2.25970 0.80458 -0.02401
8 O -2.27886 1.67766 -0.89861
9 S -0.02178 1.68649 0.53688
10 H -0.53213 -2.33229 -0.20226
11 H -2.28129 0.97031 1.23276
12 H -2.77991 -1.15880 1.33732
13 H -2.63682 -2.31493 0.02927
14 H -0.11697 -0.92181 1.15180
15 H 3.26993 -0.39467 -1.51793
16 H 4.12796 0.41380 -0.30639
17 H 3.28399 -1.08669 0.04050
18 H -1.52352 -0.28059 -1.29669
19 H 2.26078 1.58030 -0.62288
20 H 2.55827 1.27181 0.97135
21 H -3.10643 2.09318 -0.78753

Cartesian forces (eV/Å) of the 3 atoms listed first:
5.72 -0.76 4.54
1.92 -0.57 -1.83
-0.61 -0.87 -0.49

(5)
One molecule with the formula C5H12N2S in a non-equilibrium geometry. Source: the OMol25 dataset; level of theory: the ωB97M-V functional and the def2-TZVPD basis.

## Properties
2S+1: 1
SMILES: N[C@@H](CS)C1CNC1
HOMO-LUMO gap: 9.5 eV
energy above the lowest of the compared OMol25 structures with the same formula, charge and spin: 160.77 kJ/mol
charge: 0

Element x y z (Å)
1 N -0.34649 -1.58220 0.57632
2 C 0.65234 -0.85688 -0.28535
3 C 0.52369 -1.01445 -1.85115
4 S -1.14869 -0.59284 -2.42404
5 C 0.50858 0.68194 0.09366
6 C -0.76327 1.45733 0.22947
7 N -0.08001 2.12701 1.35493
8 C 0.79109 0.95429 1.61036
9 H -0.41019 -2.60791 0.47383
10 H -1.38526 -1.25893 0.75097
11 H 1.68344 -1.19774 -0.00737
12 H 1.20035 -0.35201 -2.37325
13 H 0.69116 -2.08120 -2.11628
14 H -1.78333 -1.62576 -1.88783
15 H 1.21634 1.27378 -0.40579
16 H -1.55100 0.75807 0.70729
17 H -1.24873 2.09931 -0.54031
18 H -0.70647 2.44073 2.06613
19 H 0.35476 0.16580 2.23738
20 H 1.80167 1.21166 1.79104

Cartesian forces (eV/Å) of the 3 atoms listed first:
-1.64 -0.55 0.08
-1.59 1.35 -0.11
-0.91 -1.40 1.42

(6)
An isolated ion of composition C5H12N2S and charge +2 in a non-equilibrium geometry. Source: the OMol25 dataset; level of theory: the ωB97M-V functional and the def2-TZVPD basis.

## Properties
2S+1: 3
HOMO-LUMO gap (alpha / beta): 7.7 / 6.6 eV
energy above the lowest of the compared OMol25 structures with the same formula, charge and spin: 45.90 kJ/mol
charge: +2

Element x y z (Å)
1 C -0.04201 -1.37910 0.91379
2 C -1.03991 -1.88278 0.15765
3 C 0.58287 -0.18669 0.57759
4 C -1.47055 0.81483 -0.22904
5 C 1.39336 0.04602 -0.65334
6 N -2.48813 1.71464 0.33199
7 N 2.90381 -0.46883 -0.55430
8 S -2.14476 -0.84417 -0.61689
9 H 0.16462 -1.79068 1.81788
10 H -1.22574 -2.95875 0.28698
11 H 0.91913 0.44440 1.41257
12 H -1.17482 1.36872 -1.12188
13 H 1.57673 1.15443 -0.76710
14 H 1.00878 -0.35497 -1.65985
15 H -3.42048 1.81394 -0.12088
16 H -2.21667 2.73373 0.53899
17 H -2.76097 1.41893 1.18801
18 H 3.17871 0.18714 -1.23777
19 H 2.92161 -1.53713 -0.62488
20 H 3.33442 -0.29367 0.36049

Cartesian forces (eV/Å) of the 3 atoms listed first:
0.67 2.72 -1.52
-1.40 -1.59 -0.21
1.97 0.52 0.62

(7)
A 2-piece molecular cluster, C5H12N3 overall in a non-equilibrium geometry. Source: the OMol25 dataset; level of theory: the ωB97M-V functional and the def2-TZVPD basis.

## Properties
2S+1: 1
HOMO-LUMO gap: 10.3 eV
energy above the lowest of the compared OMol25 structures with the same formula, charge and spin: 4.74 kJ/mol
charge: +1

Element x y z (Å)
1 N -1.77042 0.91437 0.88322
2 C -4.19873 0.63686 0.92552
3 C -3.04998 1.63333 0.92597
4 H -0.98813 1.57820 0.88571
5 H -1.66579 0.34812 1.73239
6 H -4.13973 -0.00606 0.03122
7 H -5.16933 1.16080 0.91874
8 H -4.15063 -0.00304 1.82263
9 H -3.10547 2.26116 0.01592
10 H -3.14649 2.30224 1.80272
11 C -2.03213 -2.76293 -3.02262
12 C -2.29300 -2.27656 -1.76911
13 C -1.03454 -0.78368 -2.83473
14 N -1.25625 -1.81947 -3.64972
15 N -1.66440 -1.05846 -1.68843
16 H -2.33421 -3.69158 -3.50681
17 H -2.86761 -2.69720 -0.94390
18 H -0.45357 0.11044 -3.06078
19 H -0.88811 -1.88706 -4.61574
20 H -1.66893 -0.43131 -0.86383

Cartesian forces (eV/Å) of the 3 atoms listed first:
0.58 -0.24 0.00
-0.15 -0.03 0.01
-0.35 0.39 -0.22

(8)
A 2-piece molecular cluster, C5H12N3 overall in a non-equilibrium geometry. Source: the OMol25 dataset; level of theory: the ωB97M-V functional and the def2-TZVPD basis.

## Properties
2S+1: 1
HOMO-LUMO gap: 8.9 eV
energy above the lowest of the compared OMol25 structures with the same formula, charge and spin: 476.37 kJ/mol
charge: +1

Element x y z (Å)
1 C 0.53634 1.55530 -0.49247
2 C 1.61999 0.87637 -1.10092
3 C 1.69736 -0.42570 -0.95582
4 C 2.44889 -1.64694 -1.01342
5 C -1.03566 -1.41404 0.63202
6 N -0.21580 0.75536 0.27529
7 N 0.02313 -0.52610 0.31174
8 N -2.48931 1.57477 1.21866
9 H 0.53278 2.63642 -0.59556
10 H 2.23751 1.42107 -1.68442
11 H -2.91740 2.41378 1.54234
12 H 3.00284 -1.67041 -0.18682
13 H 3.05341 -1.54172 -1.83035
14 H 1.67819 -2.40263 -1.18040
15 H -1.64071 -0.99998 1.41489
16 H -1.47448 -1.60873 -0.40892
17 H -0.50207 -2.22390 1.10268
18 H -2.79900 1.24164 0.31223
19 H -2.67243 0.88607 1.92254
20 H -1.08358 1.09937 0.71671

Cartesian forces (eV/Å) of the 3 atoms listed first:
0.09 -0.80 1.04
-2.24 -1.64 1.35
-2.79 0.34 1.96